A structure of composition C41H76BF9HgN4O15PS. Source: OMol25; level of theory: ωB97M-V/def2-TZVPD.

Computed properties:
total charge	-1
HOMO energy	-6.86	eV
E	-4772.01701	Ha
gap between HOMO and LUMO	0.0488	Eh
2S+1	1

Each line ends with the Löwdin charge.
Element x y z (Å)
Hg 3.43874 2.78188 -2.66189  0.913
O 3.91288 -3.89057 -5.79135  0.139
C 3.50492 -3.48115 -6.87703  -0.369
O 3.41012 -4.12362 -8.01657  0.244
B 2.82288 -3.14119 -8.99662  -0.804
O 2.90570 -1.85257 -8.29696  0.278
C 3.28768 -1.98588 -7.11480  -0.418
O 3.49021 -1.08088 -6.29728  0.124
O 1.40027 -3.44450 -9.31618  0.225
C 1.29854 -3.76427 -10.60017  -0.335
O 0.39222 -4.13449 -11.38240  0.091
C 2.71673 -3.67157 -11.20458  -0.409
O 3.49217 -3.19116 -10.30069  0.254
O 2.97492 -3.97510 -12.36765  0.112
P 1.09011 1.09487 0.58966  0.119
F 1.11846 2.52444 -0.01729  -0.203
F 1.16919 1.70453 2.13925  -0.196
F -0.51526 1.19995 0.57792  -0.156
F 1.21547 -0.42128 1.07437  -0.135
F 1.09771 0.62230 -0.99781  -0.236
F 2.71593 1.24962 0.47689  -0.232
C 8.21548 -0.02566 0.83178  -0.578
F 7.16986 -0.23194 1.68984  0.117
F 8.77235 1.19432 1.04601  0.124
F 9.09123 -0.99053 1.04718  0.140
S 7.65750 -0.26946 -1.03889  0.563
O 8.82167 -0.35713 -1.85366  -0.212
O 6.80944 -1.46786 -1.17732  -0.203
O 6.83821 0.94259 -1.40569  -0.251
C -4.82664 2.86458 3.65200  -0.040
C -5.20259 4.38940 3.73223  -0.443
C -5.18725 4.64963 5.30750  -0.119
C -5.26428 6.19623 5.47055  -0.173
C -4.00668 6.83540 4.78253  -0.114
C -4.01262 6.60214 3.23031  -0.510
N -4.20815 5.19861 2.99063  -0.130
O -4.10355 4.89990 1.61167  -0.009
C -5.03666 7.47062 2.48944  -0.023
C -2.53090 6.85250 2.78156  -0.035
C -6.65265 4.56301 3.13614  -0.032
H -5.50964 2.17095 4.14240  0.080
H -3.87929 2.81219 4.18854  0.077
H -4.68696 2.56137 2.61438  0.074
H -6.05611 4.14448 5.72941  0.110
H -4.33573 4.30601 5.89483  0.110
H -5.36136 6.44537 6.52724  0.097
H -6.16207 6.64750 5.04816  0.089
H -3.11644 6.35118 5.18390  0.105
H -3.79949 7.86723 5.06626  0.113
H -4.56629 8.45295 2.44609  0.079
H -5.09860 7.16805 1.44411  0.081
H -6.03193 7.47269 2.93387  0.064
H -2.40489 6.72881 1.70596  0.078
H -2.15135 7.85992 2.95225  0.075
H -1.86707 6.23400 3.38563  0.085
H -6.60131 4.22720 2.10043  0.075
H -7.00234 5.59503 3.10854  0.052
H -7.52064 4.03154 3.52629  0.074
H -3.22520 4.51332 1.58599  0.108
C 0.51615 0.34199 7.67904  -0.028
C 0.18889 -1.02515 8.33621  -0.487
C 0.37617 -2.05087 7.29145  -0.182
C 0.44676 -3.53249 7.69125  -0.156
C 1.42066 -3.68716 8.89644  -0.136
C 1.18132 -2.65533 10.02181  -0.436
N 1.07065 -1.24459 9.53448  -0.142
O 0.85676 -0.31381 10.45606  0.000
C -0.11853 -3.13587 10.80946  -0.025
C 2.41448 -2.81709 10.97905  -0.041
C -1.35428 -1.07941 8.69625  -0.018
H 1.51664 0.42889 7.25528  0.086
H 0.30744 1.14652 8.38422  0.080
H -0.07740 0.42251 6.76838  0.084
H -0.30985 -1.88224 6.46136  0.128
H 1.26287 -1.72492 6.74774  0.119
H 0.72202 -4.19647 6.87183  0.109
H -0.56881 -3.84179 7.93836  0.089
H 2.40157 -3.55067 8.44116  0.117
H 1.40032 -4.72603 9.22576  0.117
H -0.47576 -2.36660 11.49408  0.068
H -0.96657 -3.50052 10.22984  0.067
H 0.12492 -4.01538 11.40553  0.075
H 2.37979 -2.17697 11.86061  0.074
H 2.46473 -3.83905 11.35478  0.073
H 3.39665 -2.64380 10.53927  0.080
H -1.93863 -0.49355 7.98674  0.079
H -1.54482 -0.56444 9.63784  0.071
H -1.72098 -2.10148 8.60137  0.065
H 0.10285 -0.65190 10.94484  0.070
C -0.11188 6.18600 -6.58562  -0.041
C 0.42033 4.84521 -6.31116  -0.520
C 0.23345 3.93749 -7.56837  -0.147
C 1.22992 4.25414 -8.64432  -0.159
C 2.67556 4.29321 -8.02113  -0.117
C 2.84879 5.22031 -6.81449  -0.501
N 1.85202 4.80489 -5.80918  -0.073
O 2.00108 5.58390 -4.67710  -0.056
C 4.29720 4.89904 -6.26287  -0.042
C 2.93674 6.70691 -7.19859  -0.023
C -0.43574 4.19074 -5.25672  -0.044
H -1.19246 6.24153 -6.45386  0.101
H 0.13151 6.55920 -7.58040  0.081
H 0.32431 6.92784 -5.91665  0.084
H 0.20602 2.87322 -7.33454  0.125
H -0.80723 4.04285 -7.87494  0.122
H 1.07451 5.20593 -9.15230  0.101
H 1.17065 3.38010 -9.29290  0.115
H 3.35481 4.62269 -8.80736  0.121
H 2.95166 3.28798 -7.70274  0.125
H 4.50866 5.59391 -5.45013  0.074
H 4.35278 3.89653 -5.83862  0.059
H 5.07700 4.96960 -7.02118  0.086
H 2.29092 6.83058 -8.06791  0.075
H 2.55079 7.42941 -6.47947  0.078
H 3.95713 6.97460 -7.47289  0.092
H -0.01810 3.21368 -5.01375  0.096
H -1.46261 4.12681 -5.61667  0.089
H -0.56471 4.87202 -4.41569  0.088
H 2.13805 6.43885 -5.09169  0.056
C 0.01206 -9.76764 -3.27592  -0.024
C -0.78020 -8.43252 -2.96079  -0.467
C -2.27241 -8.78794 -2.76928  -0.151
C -3.20156 -7.71110 -2.20339  -0.154
C -2.53946 -7.17328 -0.89843  -0.142
C -1.06185 -6.68609 -1.04522  -0.409
N -0.23980 -7.75119 -1.76502  -0.069
O 1.16723 -7.64053 -1.70323  0.024
C -1.09170 -5.26335 -1.74688  -0.019
C -0.48917 -6.44336 0.42626  -0.030
C -0.58684 -7.49603 -4.20169  -0.022
H 0.19807 -10.31521 -2.35198  0.079
H 0.95692 -9.49007 -3.74315  0.079
H -0.59323 -10.34184 -3.97737  0.081
H -2.71846 -9.12894 -3.70356  0.120
H -2.20641 -9.66514 -2.12563  0.114
H -4.21977 -8.05656 -2.02455  0.111
H -3.19784 -6.90796 -2.94032  0.095
H -2.57834 -7.89905 -0.08611  0.107
H -3.12761 -6.36613 -0.46178  0.114
H -1.69494 -5.25837 -2.65472  0.063
H -1.62677 -4.49601 -1.18742  0.082
H -0.06560 -4.91634 -1.86853  0.091
H -0.61924 -7.29926 1.08855  0.073
H 0.56928 -6.18665 0.38295  0.076
H -1.05805 -5.66072 0.92820  0.083
H -1.41880 -6.79760 -4.29197  0.062
H -0.52773 -8.01705 -5.15727  0.083
H 0.28333 -6.84122 -4.15548  0.089
H 1.35439 -8.06036 -0.86043  0.105